Entry 1:
Here is the molecule C16H20N6O3 from the Open Molecules 2025 dataset. Energies are from ωB97M-V with the def2-TZVPD basis set.

```
45
Properties=species:S:1:pos:R:3:forces:R:3:lowdin_charge:R:1
C -4.24972 -3.89393 -0.05191 -0.5035 0.1040 0.0128 -0.0740
O -2.86848 -4.20268 -0.08541 0.3344 -0.1160 -0.0110 -0.0249
C -2.03476 -3.17688 -0.00920 0.5661 0.5483 0.0348 -0.4329
N -0.74481 -3.49199 -0.03918 -0.0317 -0.4767 -0.0413 0.1963
C 0.08553 -2.45159 0.02801 -0.6695 -0.2039 0.0134 -0.3595
N 1.40202 -2.81020 -0.01202 -0.1825 -0.6001 -0.0115 0.1352
C 2.54437 -2.05021 -0.00637 0.5598 0.5137 0.0160 -0.2140
C 2.52650 -0.65091 -0.04898 -0.1050 -0.0960 -0.0217 0.0013
C 3.70655 0.05563 -0.04219 0.5512 -0.0572 0.0134 0.0157
C 4.92374 -0.61987 0.00603 -1.2163 -0.6849 -0.0098 -0.1673
N 6.14703 0.11879 0.01711 0.6203 0.3818 0.0056 -0.3695
O 6.07825 1.33295 -0.00882 0.0454 0.1808 -0.0035 0.0705
O 7.18939 -0.50670 0.05208 0.1880 -0.0538 0.0049 0.0713
C 4.95661 -2.01248 0.04088 0.1952 0.3405 -0.0128 0.0061
C 3.77770 -2.71831 0.03273 -0.2537 0.1112 -0.0002 -0.0082
N -0.27704 -1.18346 0.13169 0.1623 0.3528 -0.0011 0.1866
C -1.59899 -0.98003 0.16836 0.1277 -0.6003 -0.0330 -0.3695
N -2.05612 0.26544 0.31004 -0.2700 0.2148 0.1001 0.1046
C -1.22532 1.44805 0.36717 0.2112 0.1312 -0.0859 -0.3147
C -1.01814 2.05491 -1.03437 -0.0987 -0.0352 -0.0194 -0.1474
C -2.08300 3.10225 -1.33793 0.2153 0.0517 -0.0637 -0.1988
C -1.93581 4.30345 -0.39526 0.0057 -0.0332 0.0013 -0.1972
C -1.38966 3.87873 0.97349 -0.2106 -0.0262 0.0485 -0.1968
C -1.85563 2.46927 1.32232 0.2831 0.0485 0.0494 -0.1499
N -2.51992 -1.95029 0.08844 -0.4571 -0.1267 -0.0226 0.1931
H -4.50769 -3.38158 0.87725 -0.0162 -0.0623 -0.0876 0.0891
H -4.76766 -4.84815 -0.11744 0.0425 0.0526 0.0027 0.0912
H -4.52210 -3.25283 -0.89286 -0.0136 -0.0724 0.0766 0.0890
H 1.51626 -3.81593 -0.04576 -0.0404 0.1956 -0.0087 0.1503
H 1.57538 -0.14934 -0.08979 0.0972 0.0751 0.0022 0.0760
H 3.71024 1.13434 -0.07559 -0.0278 0.0254 -0.0027 0.1191
H 5.91141 -2.51419 0.07483 0.0069 -0.0340 -0.0003 0.1203
H 3.79522 -3.79780 0.05909 0.0199 -0.1183 0.0100 0.1140
H -3.05701 0.37418 0.25781 0.0390 -0.0876 0.0601 0.1481
H -0.25909 1.11558 0.75654 -0.1259 0.1322 0.0033 0.1305
H -0.03326 2.51957 -1.08963 0.1023 0.0161 -0.0354 0.1167
H -1.04597 1.25173 -1.77243 0.1138 -0.0105 0.0126 0.1154
H -1.99705 3.43241 -2.37401 -0.1171 -0.0489 -0.0167 0.1087
H -3.07077 2.65210 -1.22287 -0.0895 -0.0225 -0.0581 0.1075
H -2.90791 4.78439 -0.27373 0.0120 0.0778 0.0053 0.1067
H -1.26174 5.03954 -0.83543 -0.0410 0.0568 -0.0405 0.1072
H -0.29887 3.89689 0.96651 0.0699 0.0437 0.0520 0.1125
H -1.72318 4.58074 1.73866 0.1106 0.0139 0.0244 0.1088
H -2.94394 2.42530 1.24047 -0.1067 -0.0251 0.0276 0.1155
H -1.59259 2.22313 2.35166 -0.1031 -0.0772 0.0103 0.1169
```
Positions in Å, forces in eV/Å.

## Properties
HOMO = -8.7 eV
Energy relative to the best compared isomer or geometry (same formula, charge and spin) = 268.3 kJ/mol
SMILES string = COc1nc(Nc2ccc([N+](=O)[O-])cc2)nc(NC2CCCCC2)n1
Max |F| = 1.40 eV/A
LUMO = -0.307 eV
Kohn-Sham gap = 8.397 eV

Entry 2:
Here is a structure of composition C16H20N8OReS2 from the Open Molecules 2025 dataset. Energies are from ωB97M-V with the def2-TZVPD basis set.

```
48
Properties=species:S:1:pos:R:3:forces:R:3:lowdin_spin:R:1
Re 0.03999 0.53759 0.27560 -0.0314 0.5065 -0.5917 1.8216
C -5.83441 0.65659 0.32860 -1.3960 0.6383 0.0824 0.0224
N -4.56621 -0.03231 0.40770 0.4120 -0.8248 0.0636 0.2162
C -4.56201 -1.33681 0.75680 -0.4822 0.3475 -0.1040 0.0762
C -3.45131 -2.14481 0.75830 0.2078 -0.2908 0.0504 0.2499
N -2.18891 -1.63861 0.67860 -0.1580 0.6443 0.5238 0.1475
C -3.36271 0.58049 0.10650 1.1197 0.2647 0.2533 0.0036
S -1.35801 2.01459 -1.17280 0.0990 -0.4846 0.9453 -0.0203
C -1.04851 -2.30251 0.24140 0.3366 -1.2344 -0.1992 0.0098
C -1.00091 -3.69561 0.15050 -0.1955 0.7249 0.1714 0.0226
C 0.10479 -4.30541 -0.41350 0.1165 0.2680 -0.0900 0.0207
C 1.14219 -3.50441 -0.88240 -0.0777 0.3043 0.0891 0.0173
C 1.05169 -2.13841 -0.72010 0.9065 -0.6662 -0.6220 0.0265
N -0.00381 -1.52051 -0.15300 -0.5793 0.6656 0.3935 0.0365
H -6.39911 0.48249 1.25150 0.1735 0.0639 -0.0670 0.0098
H -6.46171 0.27719 -0.48520 0.2231 -0.0247 -0.0450 0.0100
H -5.69331 1.73169 0.22590 0.0902 -0.0929 0.0525 0.0006
H -5.53241 -1.77881 0.94150 -0.0147 -0.0120 0.1065 0.0027
H -3.58511 -3.21591 0.80730 0.0068 -0.0532 -0.0365 0.0141
H -1.81011 -4.30491 0.51800 -0.1299 -0.0135 0.0257 0.0011
H 0.14429 -5.38141 -0.50300 0.0295 -0.1134 0.0243 0.0006
H 2.00869 -3.93801 -1.35530 0.1328 0.0254 -0.0603 0.0005
H 1.84639 -1.50271 -1.08620 0.0163 0.0285 0.1150 0.0019
N -0.11211 2.67929 0.96510 0.1433 -0.1468 0.3318 0.0149
N -1.20681 3.08579 0.13850 -0.0699 0.2448 -0.0826 0.0210
C -3.08621 1.43479 -0.93200 -0.1696 -0.2845 -0.0066 0.0668
N -3.92341 1.87889 -1.86250 0.2228 0.0244 -0.0755 0.0888
S -2.07591 0.01589 1.21580 -0.5186 -0.1853 -0.8601 0.0331
H -0.38601 2.79629 1.95350 -0.0190 -0.0215 -0.3184 0.0040
H 0.71139 3.28219 0.83410 -0.1053 -0.2026 -0.1565 0.0029
H -1.25421 4.08289 -0.08220 0.1670 -0.0759 -0.0210 0.0018
H -3.63261 2.52979 -2.58200 0.0048 0.0234 -0.0153 0.0011
H -4.88051 1.55529 -1.94070 0.0458 -0.0038 0.0436 0.0019
N 7.15039 0.85799 0.94500 0.8552 -0.0150 1.1275 -0.0001
C 6.45879 0.86909 -0.17640 -0.9096 0.0361 -1.3693 0.0010
O 6.89849 0.83749 -1.30290 -0.0995 0.0195 0.1613 0.0030
C 4.91139 0.89379 -0.07180 0.5569 -0.0209 0.3051 0.0130
C 4.18149 1.18129 -1.22510 -0.5344 -0.0575 0.1048 0.0009
C 2.79419 1.15689 -1.17460 0.7394 0.2675 -0.9761 0.0113
N 2.12079 0.86369 -0.05500 -0.7634 -0.0461 0.2224 0.0193
C 2.82869 0.60089 1.05610 0.6093 -0.2640 0.7038 0.0164
C 4.21439 0.59119 1.09480 -0.7574 0.0018 -0.0903 0.0020
H 8.16699 0.84919 0.87810 -0.2966 -0.0135 -0.0388 0.0000
H 6.76549 0.92429 1.87500 0.0499 0.0556 -0.2354 0.0000
H 4.68919 1.40469 -2.15530 0.1151 -0.0087 0.0312 0.0000
H 2.21499 1.36429 -2.06690 -0.0227 0.0145 0.0407 0.0010
H 2.27209 0.38809 1.96950 -0.0831 -0.0375 0.0667 0.0047
H 4.69969 0.33649 2.02540 0.0340 0.0246 0.0259 -0.0002
```
Positions in Å, forces in eV/Å.

## Properties
HOMO (alpha / beta) = -19.3 / -19.3 eV
Total charge = +4
Max |F| = 1.64 eV/A
LUMO (alpha / beta) = -14.924 / -15.237 eV
Kohn-Sham gap (alpha / beta) = 4.388 / 4.070 eV
2S+1 = 4

Entry 3:
Here is the molecule C16H20NO3P from the Open Molecules 2025 dataset. Energies are from ωB97M-V with the def2-TZVPD basis set.

```
41
Properties=species:S:1:pos:R:3:forces:R:3:lowdin_charge:R:1
C -4.75844 -3.86905 -0.90998 -0.0819 0.4492 0.2875 -0.1084
C -4.11761 -3.11224 0.28571 0.3009 -0.2250 -0.1920 -0.2599
C -2.83380 -2.37653 -0.17048 -0.1533 -1.1233 0.7623 -0.2083
C -1.94944 -2.01443 1.04621 -0.0633 0.0369 -0.2253 -0.1388
C -0.86300 -1.00735 0.75628 0.4759 0.2495 -0.5448 -0.0954
C -0.67958 0.12871 1.45267 -0.3057 -0.4102 -0.0104 -0.1770
N -1.55651 0.42838 2.51743 0.9703 0.1528 -0.0714 0.1122
C 0.44381 1.08319 1.15117 -0.8154 0.5020 0.5681 -0.2547
O 0.49616 2.09123 1.84622 0.3160 -0.3869 -0.4971 0.0323
C 1.38233 0.80658 0.04308 -0.3051 -0.7976 -0.4149 -0.1010
C 2.43301 1.64192 -0.28111 0.2449 2.1314 0.1380 -0.3106
P 2.79208 3.15285 0.69210 0.2101 -0.2026 2.0992 0.9365
C 1.41136 4.39156 0.54891 0.8086 0.0780 -0.3436 -0.2745
C 4.31003 4.00008 0.06299 -0.4063 0.0307 -1.1722 -0.3170
C 3.26809 1.35132 -1.35588 0.4358 0.1346 -0.1342 -0.0771
C 3.07421 0.23998 -2.12787 0.1415 0.3012 0.2939 0.0167
C 2.03946 -0.62185 -1.78348 0.3077 -0.8350 -1.3300 -0.2477
O 1.88926 -1.73050 -2.60510 0.4737 0.2954 0.4208 0.0388
C 1.20637 -0.36819 -0.72641 -1.1850 0.1041 1.1434 -0.0074
C 0.09111 -1.32597 -0.35124 0.0343 -0.6280 -0.1153 -0.2407
O -0.01282 -2.39591 -0.92946 0.0950 0.2831 0.3751 0.1020
H -4.66861 -4.95378 -0.79469 -0.0292 0.1913 -0.0587 0.0667
H -4.24285 -3.57907 -1.83281 -0.2141 -0.1260 0.0681 0.0657
H -5.81908 -3.61474 -1.01519 0.1784 -0.1598 -0.0574 0.0637
H -4.81794 -2.42191 0.77268 0.0732 -0.0671 -0.2021 0.1025
H -3.83997 -3.84931 1.05360 -0.0132 0.2065 -0.0826 0.1021
H -2.27590 -3.12257 -0.74443 -0.0721 0.5303 -0.3312 0.1003
H -3.11131 -1.51554 -0.78670 0.2817 -0.0575 0.0552 0.1266
H -1.44385 -2.92004 1.41796 -0.2300 0.0272 -0.2366 0.1340
H -2.62159 -1.70339 1.85230 0.3215 0.3447 -0.0715 0.1041
H -1.30137 1.30235 2.96649 0.1121 -0.0628 -0.0637 0.0842
H -1.47152 -0.32998 3.18548 -0.4399 0.1794 0.1505 0.1002
H 0.57573 4.00203 -0.03360 0.0226 0.2128 0.1489 0.0381
H 1.12807 4.65714 1.56902 -0.2523 -0.2461 -0.2239 0.0273
H 1.82755 5.29916 0.09311 -0.2431 -0.1968 -0.1744 0.0307
H 4.30302 5.03247 0.43212 -0.1381 -0.2701 0.1371 0.0343
H 5.22438 3.52220 0.42369 -0.2554 -0.0714 -0.0315 0.0338
H 4.34055 4.07340 -1.03549 0.1916 0.0464 0.1881 0.0286
H 4.08525 2.02793 -1.58608 -0.1249 -0.0959 -0.0220 0.0908
H 3.72895 0.04369 -2.96978 -0.2468 -0.2063 0.0280 0.1286
H 2.33442 -2.44380 -2.12945 -0.4209 -0.3194 -0.2575 0.1177
```
Positions in Å, forces in eV/Å.

## Properties
HOMO = -7.5 eV
Energy relative to the best compared isomer or geometry (same formula, charge and spin) = 450.0 kJ/mol
SMILES string = CCCCC1=C(N)C(=O)c2c(P(C)C)ccc(O)c2C1=O
Max |F| = 2.15 eV/A
LUMO = -0.974 eV
Kohn-Sham gap = 6.564 eV

Entry 4:
Here is a cluster of 2 separate species, C16H20O in total from the Open Molecules 2025 dataset. Energies are from ωB97M-V with the def2-TZVPD basis set.

```
37
Properties=species:S:1:pos:R:3:forces:R:3:lowdin_charge:R:1
C -2.52284 0.11617 -2.04770 -0.9127 -0.9019 0.1980 -0.0848
C -1.15353 0.34451 -1.45913 2.4713 -0.2877 0.5554 -0.2171
C -0.08278 0.03340 -2.49626 0.4522 -0.2716 -0.6807 -0.2517
C 0.41006 -1.25169 -2.75439 -0.5972 -0.1007 0.5784 -0.0437
C 1.07826 -1.58318 -3.92118 -0.3303 0.5787 0.2605 -0.0244
C 1.30717 -0.58167 -4.85928 -0.1123 -0.6044 -0.4969 -0.3225
O 1.89826 -0.90184 -6.06217 0.1301 1.1092 0.1793 0.0403
C 0.95345 0.73575 -4.60717 0.5404 -0.4956 0.8379 -0.0055
C 0.33794 1.01785 -3.38788 0.0539 0.5556 -0.1567 -0.0421
H -3.15587 0.99088 -1.97856 -0.0460 0.2872 -0.4451 0.0687
H -3.11021 -0.67581 -1.56407 0.3520 0.1267 0.4389 0.0736
H -2.44004 -0.29816 -3.05667 -0.0445 0.6947 -0.1323 0.0812
H -0.90445 1.35185 -1.11545 -0.7269 0.2798 -0.1847 0.1007
H -0.89406 -0.24239 -0.56684 -0.6069 -0.2643 -0.2259 0.0887
H 0.26557 -2.02236 -2.00150 -0.2464 -0.0597 -0.1491 0.1140
H 1.34052 -2.61711 -4.09985 0.2775 0.0457 -0.0894 0.1134
H 1.62626 -1.77494 -6.30356 -0.0871 -0.8408 -0.2119 0.0853
H 1.26711 1.49884 -5.30059 -0.1024 0.1621 -0.0485 0.1150
H 0.23862 2.05793 -3.08412 -0.4810 -0.0250 -0.2958 0.1142
C -1.59644 2.02854 2.14647 0.0885 -0.3145 0.2149 -0.0861
C -1.10304 0.56832 2.23248 -0.6336 0.4712 -0.4898 -0.2144
C -0.45168 0.25413 3.54685 -0.0921 0.1980 0.9132 -0.2455
C 0.81011 0.77767 3.85734 0.0676 0.0880 -0.9918 -0.0519
C 1.56784 0.29901 4.90267 -0.0948 -0.5496 0.9719 -0.0898
C 1.01939 -0.64057 5.76740 -1.6343 -1.6275 0.4916 -0.0983
C -0.29831 -1.09166 5.58583 -0.1516 1.4778 -1.4516 -0.0770
C -1.03002 -0.53983 4.52205 0.0131 -1.1281 -0.2168 -0.0550
H -0.90431 2.72900 2.59262 0.5359 0.2081 -0.2617 0.0612
H -2.48174 2.14995 2.78273 -0.0958 -0.2052 -0.3653 0.0791
H -1.81952 2.29578 1.11245 -0.0831 0.1791 0.1489 0.0601
H -1.98476 -0.01385 1.93301 0.0710 -0.4145 0.9189 0.1110
H -0.42238 0.25145 1.43825 0.3852 0.7024 0.0327 0.0911
H 1.20889 1.53953 3.19606 0.2525 -0.1611 -0.0990 0.1138
H 2.60186 0.54926 5.07741 0.0574 0.5287 -0.2034 0.1003
H 1.48342 -1.16710 6.59124 0.9127 0.4982 -0.1104 0.0956
H -0.83837 -1.88388 6.08635 0.5731 0.1011 0.7498 0.0981
H -2.03860 -0.90292 4.38133 -0.1552 -0.0400 -0.1835 0.1045
```
Positions in Å, forces in eV/Å.

## Properties
HOMO = -8.5 eV
Energy relative to the best compared isomer or geometry (same formula, charge and spin) = 58.4 kJ/mol
SMILES string = CCc1ccc(O)cc1.CCc1ccccc1
Max |F| = 2.55 eV/A
LUMO = 0.852 eV
Kohn-Sham gap = 9.347 eV

Entry 5:
Here is a structure of composition C16H21Cl2IN4O5S2Tl from the Open Molecules 2025 dataset. Energies are from ωB97M-V with the def2-TZVPD basis set.

```
52
Properties=species:S:1:pos:R:3:forces:R:3:lowdin_charge:R:1
Tl 0.14318 0.28092 0.55863 -0.6242 0.5855 -0.3415 0.8660
O -1.14898 -1.67088 0.47461 0.0045 -0.0052 -0.1988 -0.4153
S -0.03066 -2.20466 1.33986 -0.7079 -1.0215 0.4614 0.2908
O -0.29274 -3.49457 1.88970 0.0214 -0.1536 -0.0024 -0.2585
O 0.10713 -1.14168 2.42190 0.0933 0.2577 -0.0728 -0.3999
O 1.19436 -2.07001 0.51650 0.3787 -0.2997 -0.0200 -0.3769
C 3.99026 -0.90222 2.52792 0.0288 0.0456 -0.2095 0.0285
C 2.79953 -0.00972 2.40845 0.1969 -0.0254 0.0482 -0.3427
O 2.40695 0.27026 1.26677 -0.3419 0.3192 0.1228 -0.0823
C 2.12719 0.47048 3.62952 -0.3303 0.2052 0.0179 -0.1694
C 2.36044 -0.11813 4.87166 0.1118 0.0393 -0.1447 -0.0002
C 1.63422 0.28554 5.97989 -0.0319 -0.0771 0.0952 -0.0470
C 0.65021 1.25494 5.86063 0.0630 -0.0045 -0.0262 -0.0510
C 0.43680 1.87757 4.63663 -0.0165 0.0383 -0.0070 -0.0563
C 1.18203 1.49726 3.53894 0.1471 -0.0371 -0.0936 -0.0555
H 4.51467 -0.92744 1.57605 -0.0009 -0.0033 0.0158 0.1016
H 3.60876 -1.90882 2.72507 0.0335 -0.0117 0.0625 0.1189
H 4.66347 -0.60416 3.32771 -0.0337 -0.0312 0.0425 0.0977
H 3.10037 -0.89916 4.97744 -0.0220 -0.0277 0.0006 0.1202
H 1.83469 -0.16326 6.94296 -0.0365 -0.0569 -0.0081 0.1145
H 0.06323 1.54013 6.72289 0.0248 0.0331 0.0333 0.1134
H -0.29793 2.66616 4.54527 -0.0028 0.0180 0.0014 0.1146
H 1.06327 2.03229 2.60474 -0.0577 -0.0091 -0.0181 0.0561
I 3.20421 1.16914 -5.10258 -0.1707 -0.1448 0.2098 0.9036
C 2.28982 0.34130 -3.43807 0.0934 0.1756 -0.2318 -0.7353
C 2.48182 -0.92315 -2.90585 -0.0656 0.1772 -0.0648 -0.0927
N 1.73085 -1.00301 -1.80643 0.1778 -0.0373 -0.1788 0.0300
N 1.06498 0.13886 -1.59974 -0.4019 -0.0496 0.9984 -0.0562
C 1.38949 0.97393 -2.58261 0.1026 -0.1455 -0.1686 -0.2076
H 3.09051 -1.73787 -3.25667 0.0020 -0.0664 0.0811 0.1342
H 1.64376 -1.72699 -1.08132 -0.0297 -0.0851 -0.0455 0.1131
H 0.98369 1.96602 -2.65694 -0.0299 0.0227 0.0632 0.0726
Cl 2.03157 4.51826 -2.37438 -0.0450 -0.0255 0.1057 0.5705
C 1.29279 4.41986 -0.77783 0.0119 0.0026 -0.1155 -0.9225
Cl 1.73028 2.89592 0.06123 0.0534 0.3188 0.0685 0.6070
H 0.21447 4.44459 -0.88454 0.0296 0.0277 0.0434 0.0374
H 1.66501 5.23703 -0.17143 -0.0393 -0.0436 0.0257 0.0371
S -2.17667 1.31669 1.19984 0.9132 0.1678 -0.3380 0.7108
C -3.02846 -0.05892 1.90224 0.0528 0.4326 -0.2216 -0.7337
N -4.13918 -0.43988 1.30219 0.1064 -0.2027 0.0142 0.0521
C -4.95298 -1.51844 1.85575 -0.1693 -0.2033 0.2526 -0.1297
C -4.03879 -2.52600 2.53972 0.1602 0.2410 -0.0207 -0.1363
C -3.20290 -1.81651 3.59379 -0.1942 -0.1844 0.0382 -0.1236
N -2.68607 -0.53899 3.07509 0.4357 -0.4993 -0.0601 0.0691
H -4.31704 -0.09482 0.37385 0.0491 0.0790 -0.0010 0.1436
H -5.52636 -1.98245 1.05688 0.0565 0.0991 -0.0773 0.1329
H -5.65653 -1.09633 2.57859 -0.0313 0.0000 -0.0556 0.1336
H -3.36281 -2.96763 1.80858 -0.0518 -0.0777 -0.1012 0.1197
H -4.62693 -3.31537 3.00191 0.0084 -0.0165 -0.0042 0.1288
H -2.33707 -2.42963 3.84197 0.0026 0.0402 0.1036 0.1305
H -3.77801 -1.61223 4.49864 0.0406 -0.0284 -0.0214 0.1297
H -1.73269 -0.34530 3.35915 0.0347 0.2478 -0.0570 0.1140
```
Positions in Å, forces in eV/Å.

## Properties
HOMO = -11.5 eV
Total charge = +1
Energy relative to the best compared isomer or geometry (same formula, charge and spin) = 63.5 kJ/mol
Max |F| = 1.33 eV/A
LUMO = -4.890 eV
Kohn-Sham gap = 6.619 eV

Number 4 is which compound?
C16H20O

Among the records above, which one has the lowest max |F|?
C16H21Cl2IN4O5S2Tl

Which of these has the lowest max |F|?
C16H21Cl2IN4O5S2Tl